A cluster of 3 separate species, C40H43BF7NO15P in total, computed with ωB97M-V with the def2-TZVPD basis set.

Cartesian coordinates (Å):
H 3.224822 -5.512847 3.075911
O -6.859179 0.039302 -2.103626
C 3.337608 -3.024654 0.953835
O -3.124095 0.946029 -1.943126
H -5.747234 2.851860 -0.588760
C 5.796201 -5.012082 7.034621
H 5.517667 1.962585 -6.750559
H -4.904200 -1.028007 -3.486989
C 3.626245 -1.579963 0.766409
C 3.480484 0.893538 1.829331
C 2.154874 2.960023 -1.971085
F 1.274165 0.701447 -5.564372
H -1.031183 1.928046 -1.366120
H 6.036716 0.559968 -5.716518
O 2.519896 -4.574361 5.726987
O -4.074571 1.934392 0.318727
C 5.960138 2.589186 -4.672840
H 4.537125 4.760051 -2.237549
O -5.146692 -0.198986 -0.895260
H -11.167867 0.153246 -3.718833
H -6.780675 -0.179759 -3.053749
C 2.421653 -5.105393 2.392066
C 0.541392 1.428512 1.384740
C 2.581058 -1.222896 3.037681
O 0.368581 2.076377 2.379490
C 2.295736 -2.643839 3.213416
P -3.720200 0.602898 -0.599619
C 1.619691 1.844881 0.318379
O -0.167886 0.281975 1.081948
C -4.434121 -1.759607 -2.778862
C 3.249977 -6.365142 7.069028
H 7.250582 1.783163 -6.325845
C 1.809491 2.803640 -4.605657
C 1.559946 1.260450 -4.328520
H 1.792000 -2.962894 4.163719
C 4.269242 -6.907863 7.744034
C -4.453883 4.349174 0.426984
H -3.943381 4.052049 1.381931
C -10.992004 0.605922 -1.654325
O -12.309052 0.784845 -1.437838
C 5.613934 -6.256340 7.782927
C -4.639455 3.022303 -0.460038
O -10.549857 1.097017 0.596138
C 1.183026 2.549249 -0.941896
F 2.645413 0.587630 -3.857746
O -8.611257 -0.187701 -4.157926
O 6.508763 -6.773016 8.423241
O 4.925165 -3.327254 5.658395
H 3.636348 -3.737969 0.139870
C -8.648474 0.569958 -0.686995
H 5.562656 3.564672 -5.079006
H -5.469560 4.789091 0.623525
H 4.050728 -3.146908 5.261964
H -12.390449 1.010599 -0.491053
B 4.631935 2.915888 -2.745228
F 0.428105 1.038470 -3.577309
H -8.001757 0.685281 0.172454
C -1.594947 0.482559 1.340618
H 6.972320 2.766538 -4.198962
H -3.770461 5.044194 -0.125744
H -1.788690 1.585280 1.247174
H 5.840823 0.930810 -1.238668
H -3.312023 -1.625366 -2.783176
C 4.778507 -4.472782 6.357936
C -8.176988 0.244444 -1.894515
C 3.953360 1.981808 -0.606773
H -1.887205 -1.086738 -0.276711
F 0.750480 3.185158 -5.423792
H 2.794875 1.319628 2.622965
F 2.469952 4.898274 -3.469128
N 3.506228 2.626253 -1.753017
C -0.823692 4.030471 -0.659531
H 4.515873 1.202456 2.161982
C -10.519706 0.283561 -2.862999
C 6.206318 1.649595 -5.914651
H -5.944526 -2.074013 -1.235393
C 5.485204 1.652527 -0.442981
C -2.487623 -0.401800 0.391531
H 5.003663 -8.239673 8.818555
H -3.086461 -1.093796 1.059661
H 1.463740 -5.193103 2.980694
H 5.698547 1.139866 0.532353
C -4.930021 -1.577278 -1.282418
H 6.778218 -4.559644 7.055779
H 2.283818 -0.519934 3.856158
F 2.936546 3.055349 -5.350869
H -4.285578 -2.160397 -0.562163
O 4.129975 -8.063023 8.418018
C 3.053254 1.584892 0.480468
C 1.730261 3.718538 -3.270792
F 0.439773 4.192737 -3.265341
C 2.703711 -3.591256 2.141770
C -0.353972 2.770848 -1.042884
H -1.413091 4.674792 -1.356762
C 3.248836 -0.649505 1.833495
O 5.111815 1.999374 -3.652234
H -4.630310 -2.800067 -3.158363
H 2.384641 -5.728888 1.461870
H -0.554399 4.431759 0.350536
H 4.130737 -1.203421 -0.158461
C -9.085329 0.092071 -3.072083
H -1.792082 0.170862 2.408131
H -4.124357 3.207824 -1.435721
H 2.271861 -6.825001 7.034880
O 5.216651 4.197591 -2.655635
C 3.426552 -5.110688 6.342315
H 6.111996 2.594992 -0.425037
C -10.081405 0.785080 -0.482592

Cartesian forces, eV/Å:
H -0.76 0.38 -0.83
O -2.99 0.37 -1.73
C -0.18 0.78 0.83
O -0.21 -0.05 1.90
H 1.26 -0.09 -0.13
C 0.07 -0.19 0.14
H 0.58 -0.50 0.86
H 0.54 -0.62 0.78
C -1.17 -0.63 2.35
C -0.23 0.28 -0.09
C -1.23 -0.94 2.96
F 0.62 0.81 1.73
H 0.90 1.25 -1.23
H 0.19 1.02 0.05
O 0.27 0.20 -0.04
O 0.23 -2.06 -1.59
C 2.13 -0.01 -1.27
H 0.77 0.23 -0.08
O 4.34 0.04 2.79
H 0.00 0.01 0.03
H -0.08 0.10 0.01
C 0.26 0.52 0.37
C 0.09 -0.68 -0.18
C 0.51 -0.93 -1.30
O 0.21 -0.10 -0.85
C 1.27 1.34 -2.07
P 0.13 0.49 -2.29
C 2.34 0.34 -2.64
O 0.58 1.85 -0.78
C 0.92 -0.01 0.61
C -0.13 0.32 -0.26
H -1.09 -0.10 0.71
C -1.09 0.92 -1.16
C -0.80 -1.76 -2.23
H 0.58 0.13 -1.24
C -0.66 -0.78 0.26
C 0.04 -1.02 -0.53
H -0.65 0.39 -0.78
C -0.89 -0.02 -0.44
O 0.89 0.02 0.42
C 0.56 0.43 -0.10
C -0.73 2.19 0.81
O -0.26 -0.03 -0.23
C 0.23 -1.18 1.80
F -1.54 1.14 0.09
O 0.34 -0.01 0.26
O -0.32 -0.22 0.01
O -0.63 -0.65 0.23
H -0.32 0.86 0.87
C -0.21 0.08 0.18
H 0.24 -1.04 0.92
H 1.26 -0.17 -0.08
H 0.12 0.07 -0.05
H -0.09 0.00 -0.08
B 2.24 1.25 -1.55
F 2.19 0.68 -0.52
H 0.00 -0.01 -0.02
C -0.70 -0.07 0.94
H -1.23 0.05 -0.38
H -0.84 -0.36 0.61
H -0.08 -1.17 0.05
H -0.42 1.05 0.64
H -1.24 0.08 -0.35
C 0.63 0.66 -0.22
C 0.82 -0.01 0.29
C -0.45 -0.64 1.39
H -0.64 1.10 0.48
F 1.46 -0.54 1.32
H 0.78 -0.39 -0.93
F -0.14 -2.01 0.47
N -1.02 -0.90 1.04
C 0.52 -1.16 -0.23
H -1.05 -0.49 -0.58
C 0.29 -0.06 -0.18
C -0.49 0.20 -0.42
H 1.03 0.77 0.22
C -0.14 0.05 -0.13
C -0.66 -0.44 1.06
H -0.09 -0.07 0.03
H 0.65 0.71 -0.69
H 0.93 0.00 -0.80
H -0.58 0.53 -0.97
C -1.16 -1.70 -1.19
H -0.03 0.00 0.00
H 0.27 -0.67 -0.84
F -1.03 -0.72 1.51
H -0.45 0.86 -0.69
O 0.63 0.75 -0.26
C -1.65 0.57 -0.44
C -0.53 1.25 -1.10
F 1.51 -1.12 0.71
C -0.09 2.09 0.42
C 0.41 1.37 0.26
H -0.92 -1.21 1.28
C -0.55 -2.44 0.53
O -1.28 1.41 0.99
H -0.01 0.96 0.59
H 0.01 0.70 0.82
H 1.00 0.45 -1.53
H -0.56 -0.55 0.89
C -0.70 -0.02 -0.38
H 0.23 0.48 -1.16
H -0.45 -0.82 0.81
H 0.02 0.00 0.03
O -1.96 -1.65 0.23
C -0.42 -0.55 0.24
H -0.74 -0.99 -0.35
C 0.53 0.01 0.37

Multiplicity: 1
HOMO energy: -11.02 eV
LUMO level: -4.61 eV
Electronic energy: -103358.5783 eV
Frontier orbital gap: 6.41 eV
Charge: +1